Density functional theory data (ωB97M-V with the def2-TZVPD basis set) for the molecule C22H24ClFN2O2.

CARTESIAN COORDINATES (ANGSTROEM)
O 2.57 -1.59 1.35
C 2.46 -1.15 0.22
C 1.65 -1.85 -0.86
C 0.22 -2.07 -0.37
C -0.51 -0.78 -0.01
C -1.86 -1.10 0.64
C -2.61 0.18 1.00
N -2.78 1.01 -0.17
C -3.95 1.32 -0.76
O -4.03 2.00 -1.77
C -5.19 0.81 -0.08
C -5.90 1.61 0.80
C -7.09 1.17 1.35
C -7.58 -0.08 1.02
C -6.89 -0.89 0.13
C -5.71 -0.44 -0.41
Cl -4.84 -1.44 -1.53
C -1.53 1.37 -0.81
C -0.76 0.12 -1.22
N 3.02 0.02 -0.16
C 3.89 0.79 0.72
C 5.34 0.63 0.33
C 5.95 -0.60 0.48
C 7.27 -0.78 0.10
C 7.96 0.30 -0.43
F 9.25 0.13 -0.80
C 7.38 1.54 -0.58
C 6.06 1.70 -0.20
H 2.12 -2.82 -1.04
H 1.66 -1.28 -1.78
H -0.34 -2.61 -1.14
H 0.27 -2.70 0.52
H 0.10 -0.23 0.72
H -1.71 -1.69 1.55
H -2.46 -1.69 -0.05
H -3.59 -0.05 1.42
H -2.04 0.75 1.74
H -5.51 2.59 1.05
H -7.63 1.80 2.04
H -8.51 -0.43 1.45
H -7.27 -1.86 -0.14
H -1.77 1.99 -1.68
H -0.93 1.96 -0.10
H 0.18 0.42 -1.69
H -1.35 -0.43 -1.96
H 3.00 0.30 -1.12
H 3.72 0.39 1.73
H 3.59 1.84 0.70
H 5.39 -1.43 0.89
H 7.76 -1.74 0.20
H 7.95 2.36 -0.99
H 5.58 2.66 -0.31

Calculated values
SMILES string = O=C(CCC1CCN(C(=O)c2ccccc2Cl)CC1)NCc1ccc(F)cc1
ΔE to the lowest compared entry with this formula, charge and spin = 0.0 kcal per mole
Spin multiplicity = 1
M = 402.90 g mol⁻¹
E_tot = -1672.84551 a.u.
LUMO energy = 0.56 eV

natural (NBO) atomic charge list, values in e, 6 entries: -0.641 0.684 -0.493 -0.370 -0.228 -0.400



Density functional theory data (ωB97M-V with the def2-TZVPD basis set) for a structure of composition C22H24CrN3O6S2 at a distorted geometry.

CARTESIAN COORDINATES (ANGSTROEM)
Cr 0.17 0.20 -0.05
C -0.30 2.91 -0.92
N -0.77 1.59 -1.36
C -0.45 1.46 -2.78
C -2.20 1.44 -1.17
C -3.12 2.31 -1.75
C -4.47 2.02 -1.71
C -4.90 0.82 -1.15
C -4.01 -0.04 -0.55
C -2.64 0.28 -0.50
N -1.64 -0.46 0.05
C -1.73 -1.82 0.26
C -2.71 -2.54 0.94
C -2.68 -3.93 0.94
C -1.70 -4.62 0.26
C -0.69 -3.92 -0.38
C -0.67 -2.54 -0.33
N 0.33 -1.73 -0.97
C 0.10 -1.79 -2.42
C 2.05 -2.87 0.36
H -0.70 3.70 -1.56
H 0.79 2.92 -0.98
H -0.59 3.08 0.11
H -0.84 2.33 -3.34
H -0.92 0.57 -3.19
H 0.63 1.42 -2.90
H -2.79 3.20 -2.25
H -5.18 2.70 -2.15
H -5.95 0.56 -1.19
H -4.36 -0.96 -0.13
H -3.48 -2.02 1.48
H -3.46 -4.47 1.46
H -1.71 -5.70 0.23
H 0.07 -4.46 -0.93
H 0.24 -2.81 -2.78
H 0.82 -1.13 -2.91
H -0.92 -1.47 -2.63
H 3.14 -2.88 0.30
H 1.68 -3.90 0.43
H 1.75 -2.31 1.25
O 0.44 0.67 3.75
S 0.91 0.77 2.40
O 1.03 -0.55 1.72
O 0.06 1.60 1.53
C 2.52 1.53 2.46
C 2.78 2.45 3.45
C 4.03 3.05 3.52
C 5.01 2.73 2.59
C 4.75 1.79 1.61
C 3.50 1.19 1.54
S 3.11 -0.05 0.22
O 4.32 0.01 -0.60
O 1.67 -2.23 -0.84
O 1.98 0.77 -0.44
H 2.00 2.68 4.17
H 4.25 3.77 4.30
H 5.98 3.20 2.65
H 5.49 1.50 0.88

Calculated values
ΔE to the lowest compared entry with this formula, charge and spin = 67.2 kcal per mole
Spin multiplicity = 2
M = 542.58 g mol⁻¹
E_tot = -3309.22746 a.u.
LUMO energy (alpha / beta) = -0.86 / -0.09 eV

natural (NBO) atomic charge list, values in e, 6 entries: 1.221 -0.420 -0.470 -0.404 0.164 -0.224



Density functional theory data (ωB97M-V with the def2-TZVPD basis set) for a cluster of 2 separate species, C22H24F3 in total at a distorted geometry.

CARTESIAN COORDINATES (ANGSTROEM)
F 4.23 0.41 5.60
C 4.01 -0.14 6.83
F 4.78 -1.27 6.88
F 4.52 0.72 7.77
C 2.55 -0.41 7.06
C 2.18 -1.64 7.57
C 0.84 -1.86 7.88
C -0.13 -0.88 7.63
C -1.56 -1.17 8.04
C -2.74 -0.93 7.10
C -3.96 -1.54 7.47
C -5.14 -1.19 6.81
C -5.13 -0.20 5.82
C -3.92 0.38 5.43
C -2.72 -0.01 6.05
C 0.29 0.37 7.16
C 1.63 0.60 6.81
H 2.91 -2.40 7.83
H 0.55 -2.80 8.34
H -1.61 -2.21 8.40
H -3.98 -2.23 8.32
H -6.08 -1.63 7.14
H -6.06 0.15 5.38
H -3.89 1.18 4.67
H -1.78 0.45 5.75
H -0.43 1.19 7.10
H 1.97 1.56 6.43
C -6.06 0.89 10.09
C -4.63 1.16 9.69
C -3.68 0.67 10.80
C -2.35 1.32 10.87
H -1.75 -0.58 8.91
C -1.19 0.78 11.65
C -0.45 2.11 11.99
C -0.73 2.92 10.75
C -1.81 2.38 10.08
H -6.79 1.03 9.29
H -6.17 -0.14 10.46
H -6.33 1.57 10.92
H -4.36 0.65 8.76
H -4.48 2.23 9.49
H -4.19 0.81 11.77
H -3.62 -0.43 10.69
H -1.41 0.13 12.49
H -0.58 0.22 10.92
H -0.96 2.59 12.84
H 0.59 2.01 12.30
H -0.25 3.88 10.56
H -2.23 2.68 9.12

Calculated values
ΔE to the lowest compared entry with this formula, charge and spin = 0.0 kcal per mole
Spin multiplicity = 1
M = 345.43 g mol⁻¹
E_tot = -1152.03212 a.u.
LUMO energy = -5.90 eV
Total charge = +1

natural (NBO) atomic charge list, values in e, 6 entries: -0.321 0.977 -0.319 -0.329 -0.149 -0.170



Number 3 is which compound?
C22H24F3